Molecular formula: C10H30IO10
Method: DFT, ωB97M-V/def2-TZVPD

XYZ file:
```
51
Properties=species:S:1:pos:R:3:forces:R:3:nbo_charge:R:1
I 11.254400 -16.233076 0.373227 -0.27 0.43 -0.20 -0.912
C 7.913984 -15.396694 -3.193519 -0.38 -0.52 -1.58 -0.089
C 7.591284 -14.907719 -1.793908 0.61 -0.74 0.97 -0.082
O 8.561540 -14.042732 -1.211744 -0.98 0.68 -0.71 -0.746
O 7.041391 -16.484173 -3.626672 0.15 0.09 0.62 -0.736
H 8.914297 -15.802138 -3.348227 0.39 0.46 0.85 0.170
H 7.778490 -14.679118 -4.003763 0.15 0.79 0.50 0.163
H 7.467255 -15.773670 -1.141333 0.19 -0.42 -0.12 0.173
H 6.613440 -14.432941 -1.712324 0.17 0.46 -0.43 0.176
H 9.425776 -14.437874 -1.065281 0.01 -0.71 -0.05 0.497
H 7.661298 -17.088709 -4.040418 -0.39 -0.31 -0.01 0.464
C 13.597071 -12.537457 -2.502402 0.89 -1.35 -3.14 -0.101
C 14.433182 -13.615967 -1.746410 -0.62 2.17 1.35 -0.072
O 14.000603 -14.917070 -1.929648 -0.33 -0.04 -0.70 -0.701
O 14.090513 -11.203112 -2.500753 -0.09 0.20 1.28 -0.723
H 12.512739 -12.621912 -2.416624 -0.08 0.08 1.20 0.171
H 13.698943 -12.776458 -3.564035 0.01 -0.80 -0.33 0.141
H 14.255331 -13.307570 -0.713737 0.48 -0.23 0.57 0.149
H 15.508870 -13.574971 -1.915247 -0.14 0.26 -0.42 0.177
H 13.104805 -14.923258 -1.579988 -0.33 -0.70 0.23 0.486
H 13.409501 -10.718500 -2.973252 0.14 0.31 0.06 0.465
C 11.544588 -20.007043 -1.344725 1.73 -0.49 1.12 -0.091
C 10.819827 -20.596907 -0.061514 1.64 0.84 0.90 -0.099
O 11.822857 -21.028161 0.911697 0.26 -0.29 -1.41 -0.723
O 12.703355 -19.201293 -1.070234 -0.85 -0.07 0.29 -0.722
H 10.931019 -19.395562 -2.006447 -0.71 -0.60 0.07 0.173
H 12.073020 -20.811951 -1.856637 -0.88 -0.46 -0.37 0.173
H 10.197214 -21.461187 -0.293734 -0.36 0.28 -0.34 0.155
H 10.325129 -19.794559 0.486913 -0.76 0.07 -0.58 0.177
H 11.424562 -21.323582 1.733331 -0.30 0.17 -0.14 0.459
H 12.355654 -18.332255 -0.843339 0.26 0.39 0.30 0.480
C 10.960825 -11.993814 0.756652 1.11 -1.51 0.40 -0.100
C 10.339498 -10.848061 0.037344 -1.28 0.19 -1.25 -0.094
O 9.418658 -11.345749 -0.958648 0.72 0.43 0.16 -0.739
O 9.965666 -12.834074 1.219241 -2.38 -0.45 0.90 -0.764
H 11.545360 -11.799838 1.657494 0.57 1.00 -0.35 0.168
H 11.529134 -12.665289 0.110573 0.73 0.77 -0.53 0.174
H 11.042014 -10.240009 -0.532340 0.21 0.06 0.38 0.178
H 9.709021 -10.230656 0.678750 0.51 0.26 0.53 0.160
H 8.852225 -11.959883 -0.482442 -0.11 -0.51 -0.14 0.492
H 10.178910 -13.759852 1.069327 0.17 -0.24 -0.06 0.503
C 12.920052 -18.399019 3.432381 1.17 -0.27 -0.86 -0.091
C 12.592928 -19.686340 4.145884 -1.39 1.31 0.86 -0.067
O 13.368378 -20.774877 3.859584 1.32 -1.42 -0.54 -0.693
O 13.205500 -18.585235 2.050005 -0.58 0.01 0.73 -0.723
H 13.830710 -17.946178 3.827975 -0.06 0.08 0.63 0.154
H 12.078892 -17.713534 3.541209 -0.02 0.07 0.31 0.179
H 11.547256 -19.947910 3.970066 -0.38 0.19 -0.11 0.132
H 12.708847 -19.492955 5.214560 -0.34 0.45 0.32 0.138
H 13.127365 -21.393387 4.553180 0.36 -0.39 -0.21 0.454
H 12.644093 -17.907502 1.659921 0.09 -0.01 -0.93 0.488
```
Positions in Å, forces in eV/Å.

Calculated values
highest occupied orbital energy = -0.202 hartree
max |F| = 3.5 eV/A
electronic energy = -1449.06544 a.u.
LUMO level = 2.70 eV
energy relative to the best compared isomer or geometry (same formula, charge and spin) = 53.47 kcal per mole
frontier orbital gap = 8.207 eV
net charge = -1